C12H26N4O3 | ωB97M-V/def2-TZVPD

Last column: Löwdin charge in e.
Positions of all 45 atoms, in Å:
C 0.170 -2.391 1.488  -0.285
C 0.252 -0.820 1.263  -0.408
C 1.319 -3.012 0.704  -0.182
C 1.332 -2.876 -0.846  -0.218
C 2.562 -3.428 -1.483  -0.265
C 2.948 -2.943 -2.894  -0.373
C -0.879 1.273 0.620  -0.187
C -0.089 1.689 -0.673  -0.413
C -0.556 2.051 1.916  -0.147
C -1.008 3.526 1.767  -0.167
C -2.579 3.664 1.548  -0.184
C -2.920 4.181 0.132  -0.279
H -1.258 -2.938 0.138  0.074
H -1.203 -4.252 1.478  0.166
H 0.376 -2.600 2.590  0.153
H 1.353 -4.009 1.091  0.097
H 2.267 -2.612 1.161  0.133
H 0.466 -3.152 -1.397  0.101
H 1.423 -1.814 -1.096  0.078
H 2.445 -4.571 -1.731  0.139
H 3.435 -3.298 -0.807  0.114
H 4.002 -3.418 -3.158  0.128
H 2.150 -3.258 -3.709  0.135
H 3.611 -1.187 -1.966  0.157
H 2.131 -0.966 -3.261  0.142
H -1.806 -0.699 0.744  0.118
H -1.953 1.546 0.312  0.142
H 0.508 1.964 2.222  0.118
H -1.053 1.445 2.645  0.104
H -0.404 3.940 0.953  0.095
H -0.696 4.163 2.648  0.119
H -3.143 2.690 1.817  0.132
H -2.980 4.473 2.173  0.097
H -2.475 5.179 0.145  0.114
H -3.947 4.197 0.151  0.074
H -2.711 3.548 -1.888  0.092
H -1.482 3.303 -0.984  -0.004
H -0.084 -0.285 -0.992  0.126
N -1.252 -3.068 1.234  -0.030
N 3.177 -1.495 -3.043  -0.101
N -0.914 -0.257 0.675  0.084
N -2.467 3.284 -0.925  0.008
O 1.270 -0.200 1.540  0.093
O 0.323 2.835 -0.971  0.046
O 0.335 0.598 -1.331  0.064

Values from the calculation:
* orbital gap: 0.3541 Ha
* E: -24965.5169 eV
* energy above the lowest of the compared OMol25 structures with the same formula, charge and spin: 393.4 kJ/mol
* 2S+1: 1
* LUMO: 0.0162 Ha
* SMILES string: NCCCC[C@H](NC(=O)[C@@H](N)CCCCN)C(=O)O



C12H26N6O6PdS | ωB97M-V/def2-TZVPD

Last column: Löwdin charge in e.
Positions of all 52 atoms, in Å:
O -0.028 -2.908 -2.422  -0.112
H 0.684 -3.444 -2.828  0.073
Pd -0.307 -0.623 -0.576  1.000
N -0.223 -0.760 1.494  -0.215
N -1.686 -2.086 -0.150  -0.243
N 0.882 1.074 -0.599  -0.143
N -0.220 -0.103 -2.598  -0.164
O 0.417 0.049 2.270  -0.189
O 1.415 1.648 0.501  -0.058
O -0.622 -0.889 -3.526  -0.121
O -2.585 -2.423 -0.939  -0.076
C -1.610 -2.607 1.126  -0.282
C -0.856 -1.835 2.035  -0.280
C 1.199 1.582 -1.791  -0.266
C 0.565 0.953 -2.911  -0.265
C -0.674 -2.107 3.485  -0.019
H -0.883 -1.204 4.071  0.081
H 0.359 -2.409 3.715  0.097
H -1.343 -2.907 3.815  0.075
C -2.323 -3.874 1.444  -0.037
H -2.497 -4.446 0.527  0.084
H -3.295 -3.682 1.918  0.089
H -1.741 -4.494 2.138  0.079
C 2.122 2.746 -1.885  -0.005
C 0.796 1.362 -4.328  -0.025
H 2.871 2.728 -1.083  0.088
H 1.559 3.686 -1.802  0.095
H 2.630 2.754 -2.855  0.080
H 0.258 0.675 -4.992  0.079
H 1.869 1.351 -4.584  0.087
H 0.432 2.388 -4.488  0.090
H 1.065 1.002 1.246  0.052
H -0.244 -2.112 -2.985  -0.057
C 1.076 -2.031 -0.807  -0.132
H 0.639 -2.474 0.082  0.032
H 1.414 -1.033 -1.208  0.048
H 1.933 -2.616 -1.116  0.034
O 4.182 -2.716 0.105  -0.073
H 4.803 -2.006 -0.140  0.044
H 4.059 -2.597 1.064  0.045
S -2.438 0.935 -0.257  0.682
C -1.905 2.160 0.798  -0.806
N -1.266 3.297 0.447  0.024
C -0.760 4.043 1.584  -0.138
C -1.220 3.200 2.776  -0.133
N -1.967 2.123 2.148  0.032
H -1.090 3.541 -0.520  0.141
H -1.194 5.047 1.610  0.116
H 0.330 4.138 1.544  0.115
H -1.864 3.767 3.453  0.116
H -0.372 2.807 3.349  0.120
H -2.343 1.330 2.648  0.143

Values from the calculation:
* orbital gap (spin up / spin down): 0.2226 / 0.2021 Ha
* E: -48394.8608 eV
* energy above the lowest of the compared OMol25 structures with the same formula, charge and spin: 455.9 kJ/mol
* 2S+1: 3
* LUMO (spin up / spin down): -0.0085 / -0.0423 Ha



C12H26N8O3 | ωB97M-V/def2-TZVPD

Last column: Löwdin charge in e.
Positions of all 49 atoms, in Å:
C 1.401 -0.599 2.132  -0.284
C 0.800 0.829 2.426  -0.382
C 2.895 -0.489 1.509  -0.122
C 3.587 -1.711 0.938  -0.213
C 4.323 -1.476 -0.408  -0.137
C 2.409 -1.148 -1.861  -0.532
C -0.044 1.292 -0.013  -0.253
C 0.323 2.578 -0.696  -0.467
C -1.401 0.790 -0.441  -0.143
C -2.626 1.681 -0.376  -0.200
C -3.908 0.939 -0.691  -0.164
C -4.398 -1.533 -0.109  -0.568
H 1.304 -1.915 0.588  0.027
H 0.247 -2.352 1.837  0.116
H 1.451 -0.960 3.110  0.106
H 3.666 -0.138 2.213  0.119
H 2.701 0.357 0.835  0.094
H 2.884 -2.543 0.739  0.086
H 4.198 -2.225 1.668  0.107
H 5.169 -0.836 -0.109  0.119
H 4.591 -2.353 -1.031  0.128
H 4.012 -0.091 -1.881  0.114
H 0.929 -2.299 -2.023  0.047
H 0.983 -0.440 -3.257  0.082
H 2.137 0.591 -2.851  0.044
H 0.205 2.472 1.770  0.116
H 0.818 0.649 -0.351  0.144
H -1.613 0.018 0.330  0.124
H -1.313 0.456 -1.510  0.141
H -2.765 2.089 0.623  0.116
H -2.555 2.568 -1.042  0.128
H -4.735 1.653 -0.829  0.115
H -3.837 0.399 -1.639  0.101
H -4.330 -0.075 1.192  0.072
H -4.759 -3.020 -1.183  0.062
H -4.623 -3.391 0.675  0.069
H -4.999 -2.236 1.758  0.086
H 0.932 3.164 -2.277  0.117
N 0.662 -1.522 1.321  0.034
N 3.448 -0.580 -1.238  0.011
N 1.813 -2.267 -1.508  0.109
N 1.991 -0.392 -3.062  0.100
N 0.106 1.556 1.412  0.132
N -4.340 -0.185 0.250  0.055
N -4.670 -1.954 -1.279  0.085
N -4.383 -2.456 0.973  0.078
O 0.950 1.270 3.549  0.067
O 0.375 3.722 -0.331  0.134
O 0.769 2.278 -1.955  0.083

Values from the calculation:
* orbital gap: 0.3421 Ha
* E: -30928.4680 eV
* energy above the lowest of the compared OMol25 structures with the same formula, charge and spin: 293.0 kJ/mol
* 2S+1: 1
* LUMO: 0.0158 Ha
* SMILES string: [H]/N=C(\N)NCCC[C@H](NC(=O)[C@@H](N)CCCN/C(N)=N/[H])C(=O)O



C12H26O5Si2 | ωB97M-V/def2-TZVPD

Last column: Löwdin charge in e.
Positions of all 45 atoms, in Å:
C -3.494 -2.588 0.813  -0.058
C -3.431 -2.640 -0.711  -0.227
O -2.110 -3.050 -1.101  -0.054
C -1.899 -2.984 -2.455  -0.472
O -2.362 -3.805 -3.203  0.134
C -1.003 -1.858 -2.917  -0.089
C -0.609 -0.811 -1.867  -0.249
C -0.153 0.525 -2.498  -0.259
Si 1.386 1.111 -1.634  0.465
C 1.134 1.322 0.210  -0.247
C -0.304 1.685 0.655  -0.229
C -0.927 0.705 1.651  -0.169
C -0.096 0.379 2.894  -0.176
O 0.722 1.497 3.274  -0.041
C 1.806 1.162 4.043  -0.517
C 3.024 0.701 3.297  0.015
O 1.773 1.293 5.240  0.134
O 1.942 2.513 -2.353  -0.447
Si 3.524 2.965 -2.136  0.515
H -4.062 -1.725 1.159  0.074
H -3.933 -3.500 1.219  0.075
H -2.476 -2.510 1.201  0.071
H -4.155 -3.352 -1.117  0.123
H -3.661 -1.660 -1.147  0.121
H -0.091 -2.342 -3.284  0.138
H -1.471 -1.397 -3.789  0.129
H -1.433 -0.628 -1.177  0.093
H 0.205 -1.238 -1.271  0.100
H 0.092 0.391 -3.557  0.079
H -0.954 1.270 -2.468  0.082
H 2.425 0.064 -1.846  0.024
H 1.472 0.412 0.712  0.068
H 1.818 2.114 0.534  0.068
H -0.345 2.695 1.065  0.113
H -0.962 1.695 -0.222  0.085
H -1.876 1.129 1.997  0.116
H -1.180 -0.237 1.154  0.095
H -0.776 0.178 3.729  0.129
H 0.510 -0.523 2.757  0.121
H 2.854 -0.298 2.883  0.088
H 3.244 1.361 2.458  0.080
H 3.858 0.665 3.992  0.090
H 4.313 2.652 -3.342  -0.064
H 4.089 2.247 -0.972  -0.059
H 3.574 4.415 -1.870  -0.067

Values from the calculation:
* orbital gap: 0.3972 Ha
* E: -38860.1646 eV
* energy above the lowest of the compared OMol25 structures with the same formula, charge and spin: 319.8 kJ/mol
* 2S+1: 1
* LUMO: 0.0204 Ha



C12H27AgBN4OV | ωB97M-V/def2-TZVPD

Last column: Löwdin charge in e.
Positions of all 47 atoms, in Å:
N -1.976 -0.654 0.877  0.046
C -2.987 -1.234 1.209  -0.322
O -3.993 -1.751 1.573  0.241
Ag -0.531 3.081 1.801  0.910
V -0.152 -0.014 0.777  1.036
N 0.163 1.841 0.176  -0.298
N 0.720 -1.372 -0.136  -0.099
C -0.377 2.480 -1.066  -0.664
C 0.163 -2.386 -1.053  -0.628
C -0.131 3.994 -1.004  -0.029
C 0.284 1.953 -2.337  -0.018
C -1.875 2.201 -1.121  -0.041
C -0.473 -3.493 -0.217  -0.002
C 1.219 -3.021 -1.953  -0.020
C -0.904 -1.743 -1.927  -0.032
H -0.538 4.447 -0.081  0.068
H -0.650 4.467 -1.849  0.119
H 0.944 4.214 -1.062  0.102
H 1.357 2.171 -2.357  0.088
H -0.165 2.457 -3.205  0.119
H 0.142 0.873 -2.474  0.066
H -2.086 1.121 -1.197  0.068
H -2.295 2.713 -1.999  0.116
H -2.392 2.578 -0.227  0.081
H 0.284 -3.961 0.422  0.099
H -0.905 -4.251 -0.881  0.120
H -1.263 -3.083 0.421  0.070
H 1.928 -3.634 -1.383  0.098
H 1.766 -2.258 -2.520  0.105
H 0.716 -3.682 -2.669  0.115
H -1.339 -2.508 -2.584  0.117
H -0.462 -0.962 -2.557  0.075
H -1.715 -1.312 -1.331  0.054
C 1.626 1.970 0.324  -0.121
H 1.969 1.196 1.023  0.065
H 2.205 1.891 -0.611  0.107
H 1.857 2.949 0.773  0.101
C 2.045 -1.677 0.408  -0.063
H 2.241 -1.028 1.270  0.073
H 2.126 -2.731 0.726  0.122
H 2.849 -1.503 -0.329  0.123
B 0.080 -0.039 5.245  -0.300
C 0.172 -0.095 3.743  -0.091
N 0.194 -0.112 2.563  0.008
H -0.958 0.550 5.500  0.068
H 1.069 0.555 5.656  0.071
H 0.051 -1.197 5.643  0.078

Values from the calculation:
* orbital gap (spin up / spin down): 0.2325 / 0.2329 Ha
* E: -51233.6719 eV
* 2S+1: 1
* LUMO (spin up / spin down): -0.3727 / -0.3724 Ha
* net charge: +2



C12H27AgN3O4STa | ωB97M-V/def2-TZVPD

Last column: Löwdin charge in e.
Positions of all 49 atoms, in Å:
N 0.066 1.188 -1.619  -0.131
C 0.436 1.793 -2.618  -0.239
O 0.712 1.489 -3.783  0.074
Ag 0.678 -0.772 -2.951  0.887
Ta 0.069 0.352 0.169  1.820
N 1.834 -0.628 0.188  -0.242
N -1.318 -1.051 0.263  -0.236
C 3.193 0.038 0.018  -0.634
C -2.709 -1.340 -0.248  -0.626
C 3.745 -0.293 -1.371  -0.032
C 4.161 -0.440 1.113  -0.025
C 2.961 1.531 0.147  -0.062
C -2.986 -2.848 -0.258  -0.031
C -3.721 -0.615 0.657  -0.020
C -2.795 -0.794 -1.661  -0.058
H 3.796 -1.369 -1.563  0.082
H 4.766 0.114 -1.478  0.119
H 3.135 0.176 -2.155  0.062
H 3.731 -0.289 2.107  0.101
H 5.084 0.155 1.052  0.111
H 4.445 -1.491 1.007  0.092
H 2.228 1.903 -0.587  0.053
H 3.902 2.061 -0.045  0.119
H 2.628 1.801 1.159  0.095
H -2.220 -3.381 -0.828  0.093
H -3.956 -3.033 -0.744  0.111
H -3.040 -3.276 0.746  0.091
H -3.638 -0.931 1.701  0.085
H -4.748 -0.837 0.321  0.113
H -3.571 0.471 0.606  0.071
H -2.520 0.267 -1.705  0.057
H -3.830 -0.899 -2.033  0.117
H -2.148 -1.365 -2.337  0.067
C -0.961 -1.794 1.527  -0.118
H -0.004 -1.406 1.896  0.056
H -1.707 -1.651 2.317  0.105
H -0.828 -2.876 1.349  0.106
C 1.927 -2.115 0.412  -0.110
H 2.266 -2.351 1.439  0.109
H 0.936 -2.550 0.281  0.043
H 2.603 -2.605 -0.295  0.092
C -2.072 4.339 1.592  -0.028
S -1.144 3.157 0.351  0.580
O -2.129 2.302 -0.187  -0.347
O -0.415 4.008 -0.531  -0.275
O -0.070 2.126 1.157  -0.517
H -2.146 5.330 1.113  0.080
H -1.542 4.443 2.539  0.067
H -3.086 3.957 1.772  0.071

Values from the calculation:
* orbital gap: 0.2590 Ha
* E: -41911.4547 eV
* energy above the lowest of the compared OMol25 structures with the same formula, charge and spin: 249.0 kJ/mol
* 2S+1: 1
* LUMO: -0.3480 Ha
* net charge: +2



no.,largest force on an atom (eV/A)
1,4.8
2,6.7
3,4.5
4,1.0
5,4.5
6,7.2